# 1
Entry from OMol25: 14 unconnected molecules or ions with the total composition C72H85NO32 (wB97M-V/def2-TZVPD).

The value obtained for the LUMO energy is -0.0027 Ha. The multiplicity is 1. Its HOMO-LUMO gap is 7.65 eV. Its HOMO energy is -7.73 eV. The total charge is 0. The electronic energy comes out at -5256.67731 hartree. The calculation puts the molar mass at 1476.45 g mol⁻¹.

Cartesian coordinates (Å):
C  -1.887810  -2.340754  0.365432
O  -0.604412  -1.837784  -0.019122
C  0.234725  -1.559086  1.141320
C  -0.180772  -0.170157  1.673816
N  -0.065896  0.958908  0.792896
C  1.423206  1.315604  0.711018
C  1.720488  2.560783  -0.100791
O  1.568749  2.248378  -1.423195
C  1.862013  3.329195  -2.302137
H  -2.018554  -3.421321  0.423547
H  -2.639905  -2.212623  -0.413051
H  -2.218985  -1.999075  1.346081
H  1.304934  -1.580254  0.935633
H  0.203421  -2.354270  1.886166
H  0.418176  0.197555  2.506967
H  -1.176983  -0.247827  2.109289
H  -0.474814  0.898052  -0.128612
H  1.956483  0.508059  0.209433
H  1.856225  1.445045  1.702910
H  2.660807  3.038843  0.173733
H  0.990467  3.344305  0.102322
H  1.686403  2.930052  -3.301101
H  2.934431  3.505823  -2.219600
H  1.238460  4.207282  -2.134096
C  4.756042  -7.086357  -3.177026
C  3.642869  -7.231459  -2.449150
C  2.810606  -6.134236  -2.177843
C  3.168820  -4.901621  -2.650319
C  4.194460  -4.706527  -3.517030
C  5.005293  -5.835118  -3.732299
O  6.027795  -5.624881  -4.639630
O  1.619588  -6.355948  -1.595376
H  5.355097  -7.962374  -3.377383
H  3.304954  -8.224628  -2.192609
H  2.559531  -4.046397  -2.397758
H  4.310091  -3.728694  -3.960743
H  6.664101  -6.339832  -4.564971
H  1.081016  -5.564589  -1.522488
C  -6.212246  1.757716  6.692120
C  -4.892697  1.956078  6.493098
C  -4.511390  2.443661  5.228197
C  -5.385049  2.519313  4.170134
C  -6.741742  2.181958  4.379321
C  -7.130310  1.928333  5.685106
O  -8.434620  1.835738  5.930074
O  -3.190181  2.955121  5.087144
H  -6.347455  1.480337  7.727102
H  -4.129138  1.833731  7.247019
H  -5.116169  2.854903  3.179443
H  -7.371751  2.124838  3.503972
H  -8.850939  2.216945  6.706583
H  -2.786229  2.864913  4.220962
C  6.842167  0.252846  4.084611
C  6.463353  -0.636694  3.066293
C  6.459845  -0.154829  1.756644
C  6.679475  1.158113  1.459311
C  6.892428  2.037105  2.505977
C  7.034058  1.614811  3.790824
O  7.622906  2.466413  4.692876
O  6.344592  -0.980807  0.739652
H  7.061671  -0.230050  5.025373
H  6.276719  -1.676969  3.288565
H  6.788094  1.595245  0.477720
H  7.054700  3.084925  2.300726
H  7.875180  1.905204  5.429753
H  6.274628  -0.482134  -0.077680
C  -9.135739  -7.875541  -1.446453
C  -10.220012  -8.651293  -1.754092
C  -10.758032  -9.488518  -0.806085
C  -10.204852  -9.362242  0.477137
C  -9.058961  -8.629024  0.798505
C  -8.538204  -7.821202  -0.183380
O  -7.526317  -7.048869  0.209791
O  -11.795417  -10.422500  -1.078993
H  -8.730016  -7.267018  -2.241110
H  -10.451602  -8.696218  -2.808014
H  -10.532295  -10.130905  1.161487
H  -8.554849  -8.804429  1.737389
H  -7.631270  -6.951566  1.159062
H  -11.787462  -10.834794  -1.945902
C  8.695456  6.506740  -5.495197
C  7.659920  7.234137  -4.927657
C  7.920781  7.697704  -3.637602
C  9.098562  7.473190  -2.996424
C  10.096199  6.721014  -3.561234
C  9.924799  6.228838  -4.857853
O  10.964818  5.571325  -5.473828
O  7.027856  8.524004  -3.108836
H  8.582618  6.257912  -6.540065
H  6.673264  7.449211  -5.310597
H  9.328672  8.000144  -2.082219
H  11.009849  6.540022  -3.014535
H  10.797910  5.153813  -6.322021
H  6.367615  8.807750  -3.745370
C  5.395128  -10.438971  2.551045
C  4.283637  -9.711884  2.307525
C  4.103267  -8.551196  2.969858
C  5.001836  -8.200208  3.946272
C  6.177687  -8.972224  4.195757
C  6.331382  -10.134470  3.486957
O  7.452457  -10.972650  3.600648
O  2.989673  -7.802553  2.660872
H  5.477496  -11.380681  2.028727
H  3.665337  -10.171613  1.550731
H  4.757092  -7.350860  4.566832
H  6.897122  -8.752090  4.970582
H  7.449905  -11.350922  4.482977
H  2.804425  -7.837528  1.719564
C  -4.562169  0.794168  -2.560054
C  -3.708871  1.846620  -2.959128
C  -3.704240  2.186454  -4.297468
C  -4.431755  1.363350  -5.234664
C  -5.380109  0.482543  -4.824212
C  -5.459311  0.191034  -3.457854
O  -6.134819  -0.938219  -3.183368
O  -3.031462  3.268409  -4.812181
H  -4.516219  0.438011  -1.541512
H  -3.087286  2.362281  -2.242112
H  -4.394997  1.534348  -6.300397
H  -5.936259  -0.142457  -5.507197
H  -6.456750  -1.351931  -3.987622
H  -2.810901  3.998339  -4.228940
C  -2.557636  -5.527310  5.534758
C  -3.880103  -5.782789  5.099913
C  -4.860613  -4.730208  5.299818
C  -4.452088  -3.596222  5.983327
C  -3.156238  -3.355365  6.388854
C  -2.221187  -4.366565  6.129341
O  -0.905250  -4.192113  6.341555
O  -6.142662  -4.733558  4.679972
H  -1.777856  -6.263406  5.406322
H  -4.145317  -6.672102  4.547487
H  -5.134894  -2.759719  6.004284
H  -2.861409  -2.435289  6.871485
H  -0.573584  -4.028779  7.227510
H  -6.683494  -3.998175  4.977141
C  2.411857  13.807069  -3.472956
C  1.492333  14.441756  -2.652613
C  0.833289  13.705995  -1.702105
C  1.073477  12.349606  -1.505962
C  1.927097  11.638369  -2.401284
C  2.684520  12.453349  -3.303211
O  3.431790  11.779296  -4.199447
O  0.010342  14.412452  -0.839427
H  2.838319  14.466482  -4.214387
H  1.176483  15.459294  -2.829391
H  0.458630  11.894985  -0.743289
H  2.173789  10.612546  -2.170604
H  3.787856  12.134364  -5.017219
H  -0.684309  13.912542  -0.404506
C  -3.660186  -10.279044  -1.255925
C  -3.507624  -10.070315  0.218097
O  -4.509146  -10.858292  0.747187
C  -4.793594  -11.826832  -0.040133
O  -5.463876  -12.842689  0.246656
O  -4.196351  -11.596833  -1.211675
H  -2.781129  -10.204848  -1.896116
H  -4.440116  -9.655063  -1.692358
H  -3.819846  -9.093924  0.588618
H  -2.496800  -10.148531  0.618346
C  3.167052  6.500514  3.674330
C  3.101231  8.037915  3.435709
O  1.799029  8.082790  2.821141
C  1.040087  6.994577  3.161389
O  -0.203881  6.873641  2.910288
O  1.826735  6.130973  3.787853
H  3.692313  6.245711  4.594801
H  3.607190  6.018233  2.801530
H  3.895779  8.212682  2.710278
H  3.291878  8.602255  4.348544
C  -4.920056  8.340766  -0.862516
C  -4.436990  9.752902  -0.978319
O  -3.255498  9.489335  -1.678345
C  -3.282251  8.297044  -2.322013
O  -2.450940  7.915114  -3.171221
O  -4.292563  7.526613  -1.834713
H  -6.007376  8.264510  -0.866653
H  -4.662912  7.844256  0.073139
H  -4.193954  10.214819  -0.021423
H  -5.108643  10.346028  -1.598943
C  0.244551  -1.049725  -5.379043
C  1.247899  -0.010053  -5.810852
O  0.967929  0.199250  -7.188481
C  -0.245330  -0.250713  -7.475826
O  -0.962786  0.073445  -8.446850
O  -0.691595  -1.006994  -6.441505
H  -0.268386  -0.833026  -4.442002
H  0.819180  -1.971514  -5.288528
H  2.287707  -0.295093  -5.650733
H  1.144521  0.887985  -5.201791

Cartesian forces (eV/Å) of the 3 atoms listed first:
C -0.34 -0.61 -0.14
O 0.24 -0.61 0.87
C -0.37 0.63 -0.12

Here are the Löwdin charges for atoms 1 to 5, given in e: atom 1 (C): -0.116, atom 2 (O): -0.188, atom 3 (C): -0.181, atom 4 (C): -0.244, atom 5 (N): -0.037

***

# 2
Entry from OMol25: a molecular structure, C73H70BiBrFNO5P2Te (wB97M-V/def2-TZVPD).

The value obtained for the LUMO energy (spin up / spin down) is 0.0803 / 0.0528 Ha. The multiplicity is 2. Its HOMO-LUMO gap (spin up / spin down) is 6.35 / 5.89 eV. Its HOMO energy (spin up / spin down) is -4.17 / -4.45 eV. The total charge is -1. The electronic energy comes out at -7093.95434 hartree. The calculation puts the molar mass at 1538.80 g mol⁻¹.

Cartesian coordinates (Å):
Bi  -0.896760  -0.423495  1.423569
C  -2.935860  2.523805  1.831069
C  -1.560260  3.078305  1.459569
C  -1.577360  4.618605  1.367369
O  -1.238360  2.547805  0.189669
C  -0.396460  2.750405  2.394869
O  1.196740  4.654205  3.338969
O  0.678840  2.496205  1.856069
H  -3.470460  2.351805  0.898369
H  -3.499960  3.220605  2.442569
H  -2.855260  1.580805  2.362469
H  -2.366760  4.926605  0.687069
H  -0.616060  4.962905  0.989969
H  -1.741960  5.069005  2.340169
H  -0.268060  2.531005  0.129869
C  -1.919960  -3.348695  -7.200131
C  -0.753060  -2.342595  -7.133231
C  -0.214960  -2.075795  -8.545031
C  -1.278560  -1.063695  -6.507631
C  -2.049660  -0.151695  -7.218731
C  -2.585360  0.965705  -6.605531
C  -2.365360  1.202405  -5.257831
C  -1.584860  0.326705  -4.522131
P  -1.172660  0.409505  -2.719531
C  -2.613560  1.460505  -2.250931
C  -3.745160  0.739405  -1.880031
C  -4.910360  1.387805  -1.515831
C  -4.956460  2.772105  -1.508631
C  -3.834260  3.496005  -1.877131
C  -2.666660  2.848505  -2.242031
C  0.177340  1.658105  -2.772431
C  1.130140  1.590505  -1.759331
C  2.134140  2.539505  -1.675231
C  2.213240  3.551005  -2.616131
C  1.300840  3.589205  -3.657431
C  0.290140  2.648105  -3.742031
C  -1.066960  -0.806495  -5.157131
O  -0.351960  -1.620495  -4.345831
C  0.419940  -2.588495  -4.904531
C  1.318640  -3.200895  -4.025231
C  2.180340  -4.156595  -4.533831
C  2.141440  -4.488395  -5.877331
C  1.217140  -3.898495  -6.718331
C  0.331440  -2.935995  -6.249631
P  1.121840  -2.663895  -2.248131
C  2.749840  -1.873895  -2.012331
C  3.393140  -1.177495  -3.028631
C  4.573240  -0.501995  -2.774031
C  5.113940  -0.502295  -1.499731
C  4.466640  -1.178695  -0.476231
C  3.290540  -1.857695  -0.728231
C  1.496440  -4.324595  -1.537431
C  2.765840  -4.894095  -1.481531
C  2.924640  -6.200495  -1.055631
C  1.826640  -6.945095  -0.654731
C  0.566340  -6.372295  -0.665231
C  0.405640  -5.071095  -1.106331
H  -2.721560  -2.960195  -7.825831
H  -2.318860  -3.524495  -6.202631
H  -1.582860  -4.299495  -7.608231
H  -0.988260  -1.667295  -9.188331
H  0.129440  -2.994795  -9.009331
H  0.614840  -1.373195  -8.503631
H  -2.257760  -0.319695  -8.264931
H  -3.192060  1.650905  -7.181131
H  -2.805060  2.066605  -4.781531
H  -3.701060  -0.342795  -1.877831
H  -5.781060  0.816005  -1.228731
H  -5.861560  3.282705  -1.208431
H  -3.872560  4.577105  -1.878231
H  -1.791660  3.426505  -2.500531
H  1.091140  0.783605  -1.045931
H  2.851440  2.487405  -0.872031
H  2.975740  4.314805  -2.546031
H  1.372440  4.360605  -4.411131
H  -0.407060  2.687505  -4.568831
H  2.892040  -4.642295  -3.886031
H  2.827540  -5.226195  -6.269731
H  1.195240  -4.198395  -7.754331
H  2.969240  -1.162995  -4.023931
H  5.071740  0.033005  -3.571331
H  6.036140  0.026905  -1.302931
H  4.878740  -1.169495  0.523869
H  2.769540  -2.369895  0.068069
H  3.635840  -4.313595  -1.759631
H  3.910540  -6.647095  -1.037731
H  1.954640  -7.965495  -0.319131
H  -0.292060  -6.936995  -0.327331
H  -0.574360  -4.618395  -1.100031
Br  -2.991860  -0.915195  3.656969
C  -3.798460  -2.352395  2.686269
C  -4.816560  -3.005395  3.330369
C  -5.517760  -4.026295  2.680069
C  -5.197960  -4.342595  1.391569
C  -4.152060  -3.680295  0.717469
C  -3.862360  -4.008195  -0.621331
C  -2.848960  -3.376995  -1.282831
C  -2.080460  -2.413295  -0.619831
C  -2.312460  -2.054195  0.683469
C  -3.385760  -2.663195  1.373469
H  -5.087160  -2.729895  4.339069
H  -6.312860  -4.543395  3.199469
H  -5.744760  -5.111495  0.860469
H  -4.465460  -4.764395  -1.106231
H  -2.626460  -3.616195  -2.313631
H  -1.271360  -1.950395  -1.159231
C  1.802240  -3.018695  3.654969
C  0.494640  -2.607495  2.967969
O  -0.325360  -3.453595  2.612969
N  0.362140  -1.300595  2.819569
Te  1.759240  0.548105  3.427469
C  3.081440  2.294905  4.076169
C  3.832940  3.057505  3.177269
C  3.849140  2.720405  1.713369
C  4.611040  4.125805  3.617569
C  4.677740  4.465805  4.954769
C  5.464740  5.650405  5.435869
C  3.999040  3.662105  5.858969
C  3.229940  2.588405  5.439769
C  2.583340  1.724905  6.483169
C  0.073840  1.419905  4.342569
C  -0.444560  2.789105  3.902569
C  0.498840  4.001105  4.350669
C  -1.781560  3.115805  4.481369
C  -2.385560  2.393605  5.450869
C  -3.675460  2.846605  6.074169
C  -1.796860  1.190505  5.880869
C  -0.614360  0.716905  5.312169
C  -0.112260  -0.598395  5.829369
H  1.854940  -4.101195  3.743069
H  1.876040  -2.560095  4.638569
H  2.629540  -2.658795  3.045369
H  2.946040  2.178305  1.442669
H  4.704440  2.078305  1.494569
H  3.932540  3.623605  1.108669
H  5.173540  4.704905  2.896169
H  5.949940  6.159705  4.606169
H  6.228540  5.341005  6.149669
H  4.806240  6.358505  5.939369
H  4.074340  3.884605  6.915769
H  2.907740  2.020505  7.479569
H  2.864140  0.686305  6.307469
H  1.497240  1.784705  6.434969
H  1.822640  4.022405  2.951369
H  1.173240  3.636805  5.129169
H  -0.153360  4.762105  4.788269
H  -2.204160  4.066605  4.188969
H  -3.887460  3.882305  5.814669
H  -3.629760  2.757305  7.158669
H  -4.495160  2.218505  5.727569
H  -2.265560  0.627505  6.672669
H  -0.586760  -0.843495  6.778469
H  0.969840  -0.576195  5.954869
H  -0.345360  -1.387695  5.117069
F  0.484840  -1.058295  -0.125031

Cartesian forces (eV/Å) of the 3 atoms listed first:
Bi 0.48 -1.00 -0.81
C 0.22 0.04 -0.08
C -0.15 0.28 -0.16

Here are the Löwdin charges for atoms 1 to 5, given in e: atom 1 (Bi): 1.657, atom 2 (C): -0.013, atom 3 (C): -0.527, atom 4 (C): 0.020, atom 5 (O): -0.083

***

Among the records above, which one has the highest electronic energy?
C72H85NO32